Below is a single C6H12O molecule, with properties calculated with ωB97M-V/def2-TZVPD.

Positions of all 19 atoms, in Å:
1 C 2.02 0.50 1.11
2 C 0.86 -0.05 0.24
3 C 0.85 -1.58 0.31
4 C -0.52 0.49 0.60
5 O -0.78 1.80 0.16
6 C -1.68 0.81 -0.31
7 C -1.83 0.31 -1.70
8 H 2.99 0.13 0.73
9 H 2.07 1.59 1.11
10 H 1.93 0.15 2.15
11 H 1.06 0.27 -0.80
12 H 0.59 -1.90 1.33
13 H 1.83 -1.99 0.07
14 H 0.11 -2.00 -0.38
15 H -1.19 0.01 1.30
16 H -2.65 0.98 0.20
17 H -0.88 -0.07 -2.08
18 H -2.23 1.08 -2.36
19 H -2.55 -0.52 -1.68

Values from the calculation:
SMILES = CC(C)[C@H]1O[C@H]1C
HOMO = -9.259 eV
Energy relative to the best compared isomer or geometry (same formula, charge and spin) = 2.203 eV
Gap between HOMO and LUMO = 10.37 eV
DFT total energy = -310.97830 a.u.
Maximum force = 2.65 eV/A
LUMO = 1.11 eV